The following is a quantum chemistry calculation of C62H50N3O6PS2W as an isolated structure, from the OMol25 dataset.

As for the spin multiplicity: 3. For the lowest unoccupied orbital energy (alpha / beta), the calculation gives -0.109 / 0.028 eV. The value obtained for the HOMO-LUMO gap (alpha / beta) is 0.1727 / 0.2751 Eh.

Geometry (Å):
1 W -0.336 0.553 0.307
2 O -0.426 1.551 1.827
3 C -0.630 2.831 2.364
4 C -0.210 3.821 1.244
5 C -1.067 3.709 0.018
6 C -1.467 4.858 -0.627
7 C -2.361 4.808 -1.694
8 C -2.873 3.549 -2.012
9 C -2.421 2.426 -1.368
10 C -2.942 1.083 -1.765
11 C -1.774 0.319 -2.432
12 O -0.876 -0.007 -1.386
13 C -1.111 1.258 -3.440
14 C 0.115 1.847 -3.163
15 C 0.694 2.725 -4.064
16 C 0.051 3.034 -5.250
17 C -1.175 2.452 -5.533
18 C -1.748 1.565 -4.637
19 C -2.178 -0.981 -3.135
20 C -3.365 -1.579 -2.948
21 C -3.785 -2.893 -3.378
22 C -3.153 -3.851 -4.065
23 C -1.828 -3.877 -4.760
24 C -0.970 -1.603 -3.686
25 N -1.437 2.434 -0.393
26 C -2.087 2.833 2.811
27 C -3.095 3.615 2.266
28 C -4.417 3.401 2.630
29 C -4.747 2.408 3.532
30 C -3.746 1.640 4.103
31 C -2.429 1.856 3.747
32 C 0.338 3.058 3.522
33 C -0.006 3.771 4.662
34 C 0.930 3.969 5.662
35 C 2.211 3.457 5.537
36 C 2.561 2.751 4.398
37 C 1.630 2.564 3.394
38 H 0.828 3.546 0.994
39 H -0.215 4.849 1.611
40 H -1.089 5.811 -0.285
41 H -2.669 5.695 -2.218
42 H -3.638 3.448 -2.764
43 H -3.781 1.198 -2.449
44 H -3.258 0.517 -0.875
45 H 0.630 1.600 -2.237
46 H 1.654 3.166 -3.835
47 H 0.506 3.717 -5.953
48 H -1.685 2.689 -6.456
49 H -2.691 1.093 -4.872
50 H -4.114 -1.066 -2.363
51 H -4.779 -3.147 -3.025
52 H -3.697 -4.778 -4.212
53 H -1.459 -4.910 -4.706
54 H -0.179 -0.890 -3.902
55 H -2.865 4.384 1.546
56 H -5.192 4.011 2.190
57 H -5.778 2.231 3.795
58 H -3.989 0.859 4.808
59 H -1.648 1.257 4.191
60 H -1.006 4.168 4.761
61 H 0.654 4.525 6.546
62 H 2.937 3.621 6.319
63 H 3.557 2.347 4.291
64 H 1.906 2.029 2.494
65 O -3.506 -0.962 0.471
66 C -2.398 -1.469 0.631
67 O -1.402 -0.753 1.145
68 C -2.063 -2.857 0.324
69 C -3.095 -3.808 0.341
70 C -2.836 -5.129 0.074
71 C -1.536 -5.529 -0.234
72 C -0.516 -4.599 -0.281
73 C -0.746 -3.252 -0.001
74 P 0.628 -2.076 -0.404
75 C 1.978 -2.949 0.493
76 C 1.665 -3.607 1.680
77 C 2.644 -4.265 2.401
78 C 3.955 -4.258 1.961
79 C 4.287 -3.556 0.813
80 C 3.309 -2.895 0.091
81 C 0.781 -2.594 -2.159
82 C 1.851 -2.487 -2.986
83 C 1.732 -2.815 -4.377
84 C 0.560 -3.107 -4.973
85 C -0.719 -2.968 -4.263
86 C -0.526 -2.754 -2.775
87 H -4.089 -3.463 0.578
88 H -3.634 -5.857 0.099
89 H -1.327 -6.563 -0.458
90 H 0.479 -4.911 -0.568
91 H 0.646 -3.597 2.042
92 H 2.375 -4.784 3.311
93 H 4.715 -4.785 2.519
94 H 5.314 -3.514 0.481
95 H 3.598 -2.332 -0.781
96 H 2.835 -2.237 -2.622
97 H 2.650 -2.874 -4.944
98 H 0.532 -3.465 -5.990
99 H -2.001 -3.658 -5.821
100 H -1.336 -3.140 -2.175
101 O 5.046 -0.215 1.442
102 C 5.015 0.604 0.374
103 C 6.232 1.012 -0.156
104 C 6.292 1.871 -1.238
105 C 5.119 2.341 -1.812
106 C 3.901 1.942 -1.311
107 C 3.810 1.061 -0.220
108 C 2.518 0.668 0.273
109 O 1.372 1.168 -0.272
110 N 2.410 -0.124 1.326
111 N 1.129 -0.345 1.731
112 C 0.987 -0.783 2.968
113 S 2.380 -1.211 3.962
114 C 1.376 -1.661 5.430
115 C 0.053 -0.942 5.333
116 S -0.567 -1.225 3.615
117 H 4.128 -0.424 1.713
118 H 7.126 0.632 0.311
119 H 7.249 2.175 -1.630
120 H 5.163 3.016 -2.653
121 H 2.980 2.306 -1.745
122 H 1.946 -1.376 6.313
123 H 1.236 -2.743 5.413
124 H 0.170 0.133 5.484
125 H -0.687 -1.336 6.025

Force components x, y, z for each atom (eV/Å):
W 1.15 0.53 -0.15
O -0.55 2.38 3.51
C 0.19 0.10 -0.56
C -0.04 -0.24 0.13
C 0.24 -1.71 0.01
C -0.46 0.38 -0.68
C 0.24 -1.14 0.54
C -0.03 1.32 0.02
C 0.93 -1.06 1.17
C 0.23 -0.18 0.03
C -0.30 0.17 0.25
O -1.74 -0.61 -3.61
C 0.23 -0.03 -0.05
C 0.15 -0.21 0.31
C -0.01 0.05 -0.03
C 0.04 0.07 -0.04
C -0.06 0.03 -0.07
C 0.01 -0.04 0.09
C -0.26 -0.20 0.32
C 0.24 0.69 -0.15
C -0.06 -0.43 -0.05
C -0.07 -0.07 -0.15
C 0.10 0.09 0.22
C 0.13 -0.22 0.04
N -0.88 1.98 -0.91
C -0.05 0.02 -0.01
C 0.24 -0.10 0.16
C -0.15 0.06 0.01
C -0.11 0.09 -0.03
C 0.16 -0.04 0.00
C -0.06 0.15 0.04
C 0.00 -0.21 -0.14
C -0.03 -0.03 -0.15
C 0.01 0.06 0.11
C 0.01 0.04 0.09
C 0.07 0.04 0.02
C -0.04 -0.06 -0.13
H -0.26 0.14 0.11
H 0.01 -0.01 -0.07
H 0.05 -0.02 0.12
H -0.08 0.18 -0.09
H -0.02 -0.10 -0.14
H -0.01 0.03 -0.04
H -0.02 0.21 -0.33
H -0.11 0.08 -0.31
H 0.10 0.06 0.00
H 0.01 0.05 -0.06
H -0.02 -0.02 -0.06
H -0.17 -0.06 -0.04
H 0.01 0.17 0.11
H -0.02 -0.10 -0.04
H -0.14 0.01 0.07
H 0.02 0.07 -0.15
H -0.03 -0.20 0.00
H 0.00 0.11 -0.07
H -0.09 0.06 -0.04
H -0.13 0.00 0.01
H -0.03 -0.04 0.07
H 0.04 -0.04 -0.07
H -0.09 0.02 0.06
H -0.01 0.06 0.10
H 0.06 -0.01 0.10
H 0.10 -0.05 -0.03
H 0.00 -0.05 0.10
O 0.65 -1.09 0.02
C -0.84 2.14 0.60
O -3.22 -3.26 0.94
C 0.60 -1.25 -0.26
C 0.24 0.57 0.10
C 0.29 -0.31 -0.09
C -0.20 0.11 0.05
C -0.08 -0.03 0.06
C -0.72 0.26 0.16
P 0.58 -1.03 0.08
C -0.23 0.01 0.00
C -0.03 0.02 -0.15
C 0.02 -0.07 0.05
C 0.01 -0.05 0.05
C 0.09 0.00 -0.01
C -0.06 -0.06 -0.02
C 0.55 0.44 -0.28
C -0.28 -0.10 1.03
C -0.26 -0.21 -0.77
C 0.44 0.19 0.20
C -0.34 0.07 -0.10
C -0.17 0.10 -0.10
H -0.11 0.03 0.00
H -0.07 -0.05 -0.01
H 0.03 -0.15 -0.02
H 0.06 -0.05 -0.01
H -0.01 -0.11 0.03
H 0.00 -0.04 0.08
H 0.09 -0.01 0.03
H 0.07 0.02 -0.01
H 0.03 0.07 -0.09
H 0.07 0.07 0.08
H 0.05 -0.06 -0.12
H 0.05 -0.06 -0.19
H 0.09 -0.02 0.01
H 0.00 0.11 -0.10
O 0.35 0.11 -0.14
C -0.62 -0.06 0.05
C 0.20 0.07 -0.11
C -0.15 -0.22 0.27
C -0.02 0.16 -0.20
C -0.14 -0.25 0.28
C 0.84 0.30 -0.51
C -3.17 0.18 0.59
O 5.23 0.81 -0.71
N 1.14 0.20 -0.17
N 0.07 -0.22 1.66
C 0.46 -0.25 -1.91
S -0.39 0.61 0.12
C 0.29 -0.11 -0.31
C -0.10 -0.22 -0.61
S 0.13 0.42 0.98
H -0.29 0.00 -0.07
H 0.14 -0.02 0.06
H 0.13 0.03 -0.03
H -0.02 0.06 -0.07
H -0.04 -0.02 -0.02
H 0.01 0.02 0.01
H -0.03 0.01 0.09
H -0.03 -0.01 0.01
H -0.03 -0.03 0.04